{"formula": "C48H29N8RhS5Te", "method": "ωB97M-V with the def2-TZVPD basis set", "lumo_energy_ev": [-1.6, -1.6], "homo_ev": [-6.55, -6.55], "homo_lumo_gap_ev": [4.97, 4.97], "elements": ["Rh", "C", "C", "C", "C", "C", "N", "C", "C", "C", "C", "C", "C", "C", "C", "N", "C", "N", "C", "N", "C", "N", "C", "N", "C", "N", "C", "C", "C", "C", "C", "C", "C", "C", "C", "C", "C", "C", "C", "C", "N", "H", "H", "H", "H", "H", "H", "H", "H", "H", "H", "H", "H", "H", "H", "H", "H", "C", "S", "C", "C", "S", "S", "C", "S", "S", "H", "H", "H", "Te", "C", "C", "C", "C", "C", "C", "C", "C", "C", "C", "C", "C", "H", "H", "H", "H", "H", "H", "H", "H", "H", "H"], "coordinates": [[0.4942, 0.7912, 0.4659], [1.3314, 5.3564, -4.1707], [1.6538, 4.2618, -4.9852], [1.6709, 2.9736, -4.4814], [1.3514, 2.8056, -3.1405], [1.2762, 1.6217, -2.2958], [1.5952, 0.4023, -2.6998], [1.5417, -0.6664, -1.9332], [2.0730, -1.9709, -2.3137], [2.7272, -2.4112, -3.4558], [3.1677, -3.7230, -3.4709], [2.9641, -4.5729, -2.3764], [2.3082, -4.1337, -1.2400], [1.8608, -2.8200, -1.2293], [1.1905, -2.0290, -0.2058], [0.8087, -2.5142, 0.9577], [0.3851, -1.7803, 1.9624], [0.2580, -0.4283, 2.0168], [-0.0857, -0.0424, 3.2766], [-0.2693, 1.1830, 3.7218], [-0.1102, 2.2704, 2.9845], [0.2320, 2.3392, 1.6700], [0.2532, 3.6442, 1.2654], [0.4755, 4.1030, 0.0502], [0.7634, 3.3622, -0.9999], [0.9105, 2.0075, -1.0456], [1.0307, 3.8956, -2.3291], [1.0197, 5.1894, -2.8335], [-0.0596, 4.4838, 2.4126], [-0.1797, 5.8597, 2.5532], [-0.5390, 6.3449, 3.7981], [-0.7756, 5.4816, 4.8758], [-0.6582, 4.1106, 4.7354], [-0.2949, 3.6241, 3.4865], [-0.2252, -1.2372, 4.1017], [-0.5537, -1.4141, 5.4389], [-0.6177, -2.7140, 5.9138], [-0.3510, -3.8074, 5.0796], [-0.0045, -3.6276, 3.7502], [0.0516, -2.3257, 3.2746], [1.0131, -0.7642, -0.6765], [1.3276, 6.3493, -4.6015], [1.8929, 4.4334, -6.0266], [1.9204, 2.1228, -5.1011], [2.8885, -1.7466, -4.2939], [3.6816, -4.1037, -4.3442], [3.3270, -5.5916, -2.4260], [2.1473, -4.7803, -0.3875], [0.7710, 6.0282, -2.1974], [-0.0060, 6.5193, 1.7137], [-0.6500, 7.4113, 3.9446], [-1.0669, 5.8993, 5.8305], [-0.8511, 3.4350, 5.5579], [-0.7535, -0.5644, 6.0787], [-0.8756, -2.8922, 6.9498], [-0.4124, -4.8081, 5.4875], [0.2112, -4.4634, 3.0982], [-3.7473, -1.6131, 3.7065], [-3.0564, -1.1766, 2.1002], [-3.1830, 0.5628, 2.0962], [-2.6235, 1.3384, 1.1365], [-1.6805, 0.7634, -0.2021], [-2.9776, 3.0513, 1.2452], [-3.8701, 3.0193, 2.7170], [-4.4602, 4.3294, 3.4913], [-4.0900, 1.3969, 3.3237], [-3.6419, -2.6958, 3.7675], [-4.8027, -1.3565, 3.7772], [-3.1795, -1.1589, 4.5160], [-2.2752, -2.8754, -0.9044], [-2.8660, -4.6479, 0.0629], [-4.2085, -5.0056, 0.1327], [-4.5927, -6.1370, 0.8415], [-3.6392, -6.9209, 1.4748], [-2.2982, -6.5669, 1.4106], [-1.9138, -5.4269, 0.7187], [-1.3686, -3.6994, -2.6217], [-1.2086, -2.8502, -3.7130], [-0.5402, -3.2879, -4.8475], [-0.0466, -4.5827, -4.9099], [-0.2193, -5.4342, -3.8281], [-0.8666, -4.9932, -2.6827], [-4.9526, -4.4029, -0.3720], [-5.6393, -6.4088, 0.8914], [-3.9407, -7.8059, 2.0202], [-1.5518, -7.1723, 1.9098], [-0.8719, -5.1262, 0.6992], [-1.6082, -1.8422, -3.6840], [-0.4149, -2.6152, -5.6866], [0.4696, -4.9267, -5.7969], [0.1640, -6.4463, -3.8683], [-0.9830, -5.6661, -1.8418]]}


{"formula": "C48H34Cl3N6O4RbSe", "method": "ωB97M-V with the def2-TZVPD basis set", "lumo_energy_ev": 2.4, "homo_ev": -2.34, "total_charge": -2, "homo_lumo_gap_ev": 4.77, "elements": ["Rb", "O", "C", "C", "C", "C", "C", "C", "C", "C", "C", "O", "C", "C", "C", "C", "C", "C", "C", "C", "C", "C", "C", "C", "N", "C", "C", "C", "C", "C", "C", "C", "C", "C", "C", "C", "C", "H", "H", "H", "H", "H", "H", "H", "H", "H", "H", "H", "H", "H", "H", "H", "H", "H", "H", "H", "H", "H", "H", "H", "H", "H", "H", "H", "O", "N", "O", "C", "C", "C", "C", "C", "C", "N", "C", "C", "N", "C", "C", "C", "C", "H", "H", "H", "H", "H", "H", "H", "Cl", "C", "Cl", "Cl", "C", "N", "Se", "C", "N"], "coordinates": [[-0.0886, -0.7279, 0.4084], [-2.7687, -0.3461, 0.8029], [-3.5593, 0.7298, 0.6517], [-3.3950, 1.4170, -0.7519], [-2.2922, 2.4317, -0.9047], [-2.5553, 3.6168, -1.5931], [-1.5504, 4.5571, -1.7336], [-0.3163, 4.3026, -1.1680], [-0.1256, 3.0998, -0.4870], [1.1873, 2.7941, 0.1691], [2.1502, 1.9756, -0.7600], [1.6111, 0.7859, -1.0942], [3.4751, 1.6748, -0.0201], [4.6823, 1.5773, -0.7130], [5.8312, 1.0926, -0.1011], [5.8006, 0.6940, 1.2267], [4.6064, 0.7844, 1.9307], [3.4616, 1.2662, 1.3141], [2.4240, 2.8725, -1.9893], [3.1174, 4.0789, -1.9075], [3.2812, 4.8855, -3.0235], [2.7465, 4.4981, -4.2472], [2.0564, 3.2982, -4.3376], [1.9004, 2.4926, -3.2172], [-1.0917, 2.1868, -0.3782], [-5.0392, 0.2695, 0.8096], [-5.4297, -0.1844, 2.0757], [-6.7009, -0.6725, 2.3122], [-7.6350, -0.7322, 1.2797], [-7.2603, -0.3110, 0.0170], [-5.9762, 0.1791, -0.2140], [-3.3239, 1.8287, 1.7178], [-4.1408, 2.9506, 1.8209], [-3.8875, 3.9318, 2.7686], [-2.8105, 3.7989, 3.6358], [-1.9895, 2.6828, 3.5415], [-2.2448, 1.7094, 2.5845], [-4.3130, 1.9314, -1.0499], [-3.2346, 0.5931, -1.4567], [-3.5458, 3.7926, -1.9950], [-1.7318, 5.4843, -2.2663], [0.4974, 5.0115, -1.2475], [0.9770, 2.1975, 1.0576], [1.6599, 3.7259, 0.4969], [4.7212, 1.8729, -1.7549], [6.7535, 1.0221, -0.6691], [6.6934, 0.3095, 1.7063], [4.5507, 0.4635, 2.9641], [2.5413, 1.2766, 1.8855], [3.5393, 4.3851, -0.9555], [3.8263, 5.8196, -2.9401], [2.8677, 5.1292, -5.1206], [1.6292, 2.9913, -5.2863], [1.3602, 1.5534, -3.2409], [-4.6980, -0.1424, 2.8744], [-6.9740, -1.0030, 3.3086], [-8.6354, -1.1081, 1.4628], [-7.9666, -0.3630, -0.8055], [-5.7168, 0.4926, -1.2175], [-4.9916, 3.0541, 1.1532], [-4.5330, 4.8017, 2.8329], [-2.6121, 4.5621, 4.3800], [-1.1449, 2.5587, 4.2099], [-1.5948, 0.8507, 2.4880], [5.4840, -7.4784, -1.1261], [5.4633, -6.2594, -1.1841], [6.4379, -5.5989, -1.4852], [4.1960, -5.5722, -0.8679], [3.2666, -6.3527, -0.2672], [1.9993, -5.8205, 0.0987], [1.0276, -6.5929, 0.7612], [-0.1662, -6.0124, 1.0877], [-0.3723, -4.6685, 0.7281], [0.5087, -3.9311, 0.0960], [1.6982, -4.4836, -0.2051], [2.7001, -3.6534, -0.8514], [2.3414, -2.3856, -1.0940], [3.2170, -1.5583, -1.6234], [4.5099, -1.9804, -1.9721], [4.8896, -3.2789, -1.7628], [3.9748, -4.1784, -1.1723], [3.4927, -7.3875, -0.0600], [1.2437, -7.6259, 1.0074], [-0.9444, -6.5535, 1.6083], [-1.3089, -4.1842, 0.9784], [2.8550, -0.5287, -1.7252], [5.2032, -1.2655, -2.3946], [5.8791, -3.6060, -2.0288], [-3.6993, -5.5017, -0.3799], [-4.3060, -3.8400, -0.0856], [-6.0451, -3.8109, -0.4089], [-3.9619, -3.3271, 1.5519], [-3.6296, -2.9316, -1.0182], [-3.1228, -2.0530, -1.5501], [1.3762, 0.1283, 6.2511], [0.9834, -0.1435, 4.4880], [0.7337, -0.3156, 3.3661]]}


{"formula": "C48H35BBr2F15GeN7S3Ti", "method": "ωB97M-V with the def2-TZVPD basis set", "lumo_energy_ev": [2.0, 2.0], "homo_ev": [-3.60, -3.59], "spin_multiplicity": 2, "total_charge": -1, "homo_lumo_gap_ev": [5.58, 5.57], "elements": ["Ti", "C", "N", "C", "C", "N", "B", "N", "C", "C", "N", "C", "C", "S", "C", "S", "H", "H", "H", "H", "H", "H", "H", "H", "H", "H", "H", "H", "Br", "C", "C", "C", "C", "C", "C", "N", "C", "C", "C", "C", "C", "C", "N", "H", "H", "H", "H", "H", "H", "H", "H", "H", "Br", "C", "C", "C", "C", "C", "N", "H", "H", "H", "H", "F", "C", "C", "C", "F", "C", "F", "C", "F", "C", "F", "Ge", "S", "C", "C", "F", "C", "F", "C", "F", "C", "F", "C", "F", "C", "C", "F", "C", "F", "C", "F", "C", "F", "C", "F", "C", "C", "C", "C", "C", "H", "H", "H", "H", "H", "H", "H", "H", "H", "H"], "coordinates": [[0.4796, -0.7326, 0.0646], [-2.8246, 2.0106, -2.9419], [-2.3182, 2.6664, -1.7612], [-2.1522, 4.0247, -1.5814], [-1.6875, 4.1924, -0.3248], [-1.5721, 2.9603, 0.2739], [-1.2321, 2.7101, 1.7783], [0.1126, 3.3996, 2.1434], [0.2188, 4.4453, 3.0348], [1.5249, 4.7173, 3.2338], [2.2357, 3.8238, 2.4580], [3.6751, 3.7607, 2.3709], [1.3586, 3.0136, 1.7998], [1.8538, 1.8046, 0.7221], [-1.9464, 2.0175, -0.6142], [-2.0040, 0.3248, -0.4546], [-2.5412, 2.5738, -3.8302], [-3.9110, 1.9135, -2.8961], [-2.3983, 1.0106, -2.9860], [-2.3769, 4.7369, -2.3560], [-1.4370, 5.0932, 0.2087], [-2.0922, 3.2186, 2.4568], [-1.1497, 1.5346, 1.9192], [-0.6561, 4.9030, 3.4614], [2.0170, 5.4408, 3.8593], [4.1093, 3.7440, 3.3701], [4.0634, 4.6273, 1.8293], [3.9491, 2.8514, 1.8418], [3.0420, 2.2932, 6.6811], [2.1403, 1.3129, 5.3135], [2.8734, 0.5776, 4.3967], [2.2156, -0.0746, 3.3698], [0.8183, -0.0049, 3.2312], [0.1090, 0.6985, 4.2173], [0.7629, 1.3708, 5.2370], [0.1962, -0.6638, 2.1727], [-0.9994, -1.2348, 2.4686], [-1.6300, -2.0464, 1.5844], [-2.9519, -2.5665, 1.7560], [-3.6506, -3.0334, 0.7021], [-3.0372, -2.9806, -0.6087], [-1.7474, -2.6578, -0.7511], [-0.9204, -2.3124, 0.3432], [3.9512, 0.5327, 4.4796], [2.7718, -0.6538, 2.6443], [-0.9678, 0.7786, 4.1555], [0.2013, 1.9550, 5.9540], [-1.4293, -1.1054, 3.4586], [-3.3810, -2.5226, 2.7509], [-4.6616, -3.4025, 0.8102], [-3.6272, -3.2092, -1.4861], [-1.2768, -2.6456, -1.7217], [1.0854, -2.5439, -2.9605], [0.7760, -0.6858, -3.0508], [0.7412, -0.1450, -4.3222], [0.5969, 1.2213, -4.4688], [0.5426, 1.9737, -3.3076], [0.5607, 1.3412, -2.0863], [0.6410, 0.0003, -1.9010], [0.8629, -0.7970, -5.1741], [0.5476, 1.6764, -5.4488], [0.4968, 3.0539, -3.3380], [0.5505, 1.9359, -1.1873], [5.7330, -3.1297, 0.4168], [5.9119, -2.2350, 1.3968], [5.6626, -0.8930, 1.1607], [5.7856, -0.0426, 2.2430], [5.4803, 1.2597, 2.0914], [6.1944, -0.4746, 3.4908], [6.3056, 0.3778, 4.5135], [6.4804, -1.8147, 3.6781], [6.8917, -2.2474, 4.8684], [6.3301, -2.7040, 2.6279], [6.5780, -4.0022, 2.8215], [4.7170, -0.3389, -0.5119], [2.8520, -1.3264, -0.1403], [5.2114, 1.5567, -0.9103], [4.3620, 2.3752, -1.6359], [3.2445, 1.8600, -2.1468], [4.6598, 3.6991, -1.8959], [3.8238, 4.4735, -2.5914], [5.8569, 4.2258, -1.4418], [6.1615, 5.4964, -1.6866], [6.7518, 3.4179, -0.7607], [7.9274, 3.9191, -0.3705], [6.4201, 2.1006, -0.5077], [7.3180, 1.3356, 0.1236], [5.6409, -1.2290, -2.0592], [4.9251, -1.3513, -3.2378], [3.7499, -0.7149, -3.3426], [5.3795, -2.0737, -4.3231], [4.6538, -2.1753, -5.4404], [6.6168, -2.6886, -4.2438], [7.0837, -3.3897, -5.2749], [7.3839, -2.5479, -3.1004], [8.5935, -3.1142, -3.0462], [6.8932, -1.8175, -2.0325], [7.6855, -1.6703, -0.9640], [2.0521, -4.6582, -0.4311], [0.7243, -4.3590, 0.2870], [0.8518, -4.9089, 1.7215], [-0.3775, -5.1609, -0.4069], [0.4404, -2.8252, 0.4482], [2.4387, -5.6264, -0.1002], [2.8003, -3.8971, -0.2224], [1.9180, -4.7172, -1.5123], [1.0296, -5.9894, 1.7141], [-0.0583, -4.7126, 2.2935], [1.6908, -4.4311, 2.2331], [-0.0887, -6.2165, -0.4089], [-0.5079, -4.8506, -1.4436], [-1.3290, -5.0727, 0.1176], [0.7810, -2.6090, 1.4599]]}


{"formula": "C48H36FN13O2Ru", "method": "ωB97M-V with the def2-TZVPD basis set", "lumo_energy_ev": [-3.8, -4.8], "homo_ev": [-7.87, -10.65], "spin_multiplicity": 6, "total_charge": 1, "homo_lumo_gap_ev": [4.07, 5.89], "elements": ["Ru", "C", "C", "C", "C", "N", "C", "N", "C", "N", "C", "N", "C", "C", "C", "C", "C", "N", "C", "C", "C", "C", "C", "C", "H", "H", "H", "H", "H", "H", "H", "H", "H", "H", "H", "H", "O", "N", "O", "C", "C", "C", "C", "C", "C", "N", "C", "C", "N", "C", "C", "C", "C", "H", "H", "H", "H", "H", "H", "H", "F", "C", "C", "C", "C", "C", "C", "C", "H", "H", "H", "H", "H", "H", "C", "C", "N", "C", "C", "N", "C", "N", "N", "N", "C", "C", "C", "C", "C", "C", "H", "H", "H", "H", "H", "H", "H", "H", "H", "H", "H"], "coordinates": [[0.4995, -0.2216, -0.7448], [-1.1130, 2.4960, 2.2803], [-1.4101, 1.7079, 3.3880], [-1.0880, 0.3744, 3.3453], [-0.4949, -0.1857, 2.2069], [-0.2317, 0.5773, 1.1165], [-0.5347, 1.8968, 1.1910], [-0.2082, -1.5284, 2.3278], [0.3357, -2.2762, 1.4418], [0.7405, -1.9607, 0.1425], [1.3539, -3.0748, -0.4119], [1.9212, -3.1946, -1.5614], [1.8687, -2.2838, -2.5864], [2.5505, -2.6796, -3.7483], [2.4489, -1.9495, -4.9035], [1.6385, -0.8133, -4.9030], [1.0323, -0.4435, -3.7331], [1.1641, -1.1217, -2.5641], [1.3095, -4.1706, 0.5657], [1.7588, -5.4774, 0.4870], [1.5515, -6.2840, 1.5969], [0.9170, -5.7922, 2.7421], [0.4694, -4.4800, 2.8111], [0.6762, -3.6846, 1.6983], [-1.3261, 3.5552, 2.2538], [-1.8749, 2.1360, 4.2664], [-1.2730, -0.2938, 4.1730], [-0.2822, 2.4893, 0.3326], [3.1175, -3.5967, -3.6889], [2.9645, -2.2640, -5.8013], [1.4842, -0.2192, -5.7919], [0.4139, 0.4370, -3.7004], [2.2490, -5.8446, -0.4049], [1.8837, -7.3136, 1.5802], [0.7734, -6.4516, 3.5880], [-0.0239, -4.0877, 3.6906], [-6.1839, 2.4888, -0.2470], [-5.3285, 3.2393, -0.6882], [-5.4850, 4.4415, -0.8096], [-4.0346, 2.6825, -1.0624], [-3.1831, 3.5271, -1.7615], [-1.8894, 3.1379, -2.0952], [-0.9239, 3.9974, -2.7129], [0.3730, 3.5434, -2.8809], [0.7400, 2.2891, -2.4380], [-0.1709, 1.4354, -1.8480], [-1.4803, 1.8198, -1.7600], [-2.4215, 0.9187, -1.2420], [-2.0491, -0.4584, -1.1845], [-2.6871, -1.2438, -0.2113], [-3.7689, -0.7802, 0.4616], [-4.3444, 0.4629, 0.1511], [-3.6699, 1.3516, -0.7315], [-3.5232, 4.5238, -2.0016], [-1.2186, 4.9898, -3.0251], [1.1227, 4.1695, -3.3462], [1.7590, 1.9338, -2.5058], [-2.3069, -2.2516, -0.1042], [-4.2272, -1.4092, 1.2129], [-5.2733, 0.7539, 0.6071], [-7.2072, -2.5653, -4.0827], [-5.9599, -2.2240, -3.7264], [-5.1282, -3.1960, -3.2065], [-3.8415, -2.8331, -2.8396], [-3.3962, -1.5256, -2.9958], [-2.0239, -1.1163, -2.5337], [-4.2609, -0.5747, -3.5332], [-5.5525, -0.9153, -3.8999], [-5.4905, -4.2087, -3.0961], [-3.1745, -3.5851, -2.4320], [-1.5998, -0.3887, -3.2214], [-1.3531, -1.9744, -2.4851], [-3.9247, 0.4483, -3.6646], [-6.2383, -0.1901, -4.3158], [2.4567, 2.8829, 0.6225], [3.1328, 1.5641, 0.5097], [2.6484, 0.4669, -0.0499], [3.6190, -0.5114, 0.0762], [4.6831, -0.0013, 0.7363], [4.3641, 1.3118, 1.0138], [5.1722, 2.2161, 1.8249], [4.4222, 2.7068, 2.9411], [4.1439, 4.0355, 3.0406], [3.3886, 4.2343, 4.0449], [3.1221, 3.0162, 4.6446], [2.3339, 2.7036, 5.7558], [2.2373, 1.3753, 6.0990], [2.9047, 0.3725, 5.3634], [3.6887, 0.6659, 4.2702], [3.7852, 2.0198, 3.9341], [1.7085, 2.9758, -0.1602], [3.1681, 3.7009, 0.5147], [1.9730, 2.9958, 1.5954], [3.4829, -1.5102, -0.3013], [5.6217, -0.4376, 1.0322], [5.5049, 3.0837, 1.2591], [6.0396, 1.6466, 2.1549], [1.8295, 3.4805, 6.3141], [1.6410, 1.0850, 6.9535], [2.7979, -0.6591, 5.6729], [4.1945, -0.1108, 3.7119]]}


no.,electronic energy (a.u.)
1,-4654.2705
2,-6285.1390
3,-13025.3790
4,-2907.5195